Formula: C27H34AsClN6NaO9
Source: the Open Molecules 2025 dataset
Level of theory: the ωB97M-V functional and the def2-TZVPD basis

ΔE to the lowest compared entry with this formula, charge and spin, kcal/mol: 22.5
Total energy, eV: -133695.8929
Multiplicity: 1
Net charge: -1

Last column: Löwdin charge in e.
Cartesian coordinates (Å):
Na1 0.4782 0.0055 0.3884  0.104
C1 -2.4535 3.2667 1.8043  -0.032
C2 -1.6761 2.3841 1.0371  -0.094
N1 -1.6455 1.0872 1.2482  0.152
C3 -2.3833 0.5757 2.2466  -0.135
C4 -3.1763 1.3742 3.0854  -0.149
C5 -3.1997 2.7563 2.8326  -0.018
C6 -3.9107 0.7728 4.1626  -0.034
C7 -3.8372 -0.5536 4.3905  -0.034
C8 -3.0354 -1.4024 3.5541  -0.149
C9 -2.9119 -2.7837 3.7836  -0.021
C10 -2.1186 -3.5312 2.9581  -0.041
C11 -1.4704 -2.8881 1.8904  -0.143
N2 -1.5760 -1.6059 1.6408  0.143
C12 -2.3282 -0.8588 2.4711  -0.146
H1 -2.4463 4.3243 1.5791  0.106
H2 -1.0504 2.7575 0.2331  0.115
H3 -3.8054 3.4011 3.4593  0.112
H4 -4.5144 1.4127 4.7956  0.108
H5 -4.3781 -1.0054 5.2140  0.108
H6 -3.4348 -3.2337 4.6200  0.111
H7 -1.9750 -4.5914 3.1163  0.104
H8 -0.8235 -3.4546 1.2291  0.083
O1 -2.6360 3.8007 -3.1782  0.094
C13 -3.6019 2.9193 -3.0513  -0.529
O2 -4.7666 3.1887 -3.2712  0.054
C14 -3.2266 1.5593 -2.5710  -0.063
C15 -4.1673 0.5744 -2.3865  -0.025
N3 -3.5024 -0.5141 -1.9617  0.003
N4 -2.1849 -0.3118 -1.8424  0.110
C16 -1.9921 0.9457 -2.2067  -0.141
C17 -0.5954 1.5315 -2.1355  -0.576
O3 -0.4585 2.6945 -2.6067  -0.003
O4 0.2737 0.8515 -1.5755  -0.040
H9 -1.7164 3.3755 -2.9461  0.047
H10 -5.2330 0.6002 -2.5330  0.128
H11 -3.8777 -1.4109 -1.7075  0.147
O5 1.4786 -2.8393 2.7684  -0.334
Cl1 1.8665 -1.4775 2.5208  0.681
O6 3.0502 -1.1491 3.2635  -0.330
O7 2.1404 -1.3188 1.0875  -0.425
O8 0.7905 -0.5758 2.8549  -0.326
C18 3.2963 2.3468 2.7144  -0.074
C19 1.8790 2.6718 2.2787  -0.303
O9 1.4667 1.9095 1.1638  -0.136
H12 3.5705 2.9420 3.5888  0.070
H13 4.0039 2.5709 1.9126  0.070
H14 3.3830 1.2903 2.9674  0.056
H15 1.7902 3.7436 2.0538  0.106
H16 1.1771 2.4457 3.0850  0.112
H17 2.1974 1.8377 0.5127  0.043
C20 0.7535 -1.9389 -3.2193  -0.309
As1 0.2507 -2.4610 -1.3993  1.122
C21 1.6227 -3.8533 -1.1419  -0.321
C22 -1.2041 -3.6788 -1.9411  -0.328
H18 0.9518 -2.8114 -3.8456  0.021
H19 1.6302 -1.2924 -3.1773  0.003
H20 -0.0649 -1.3567 -3.6414  0.014
H21 1.6329 -4.5804 -1.9567  0.015
H22 1.4427 -4.3612 -0.1934  0.014
H23 2.5976 -3.3747 -1.0674  -0.005
H24 -0.8196 -4.5151 -2.5272  0.014
H25 -1.9071 -3.1107 -2.5512  -0.002
H26 -1.7325 -4.0645 -1.0686  0.000
C23 4.7615 -1.7241 -2.4832  -0.026
C24 4.2411 -0.3691 -2.1390  -0.316
C25 4.0538 0.7546 -2.9139  0.003
C26 3.5006 1.7208 -2.0485  -0.341
N5 3.3716 1.2249 -0.8291  0.081
N6 3.8222 -0.0424 -0.9015  0.056
C27 3.0209 3.0959 -2.3682  -0.022
H27 5.5067 -1.6509 -3.2744  0.076
H28 3.9614 -2.3765 -2.8362  0.062
H29 5.2265 -2.1998 -1.6189  0.081
H30 4.2779 0.8618 -3.9624  0.104
H31 3.6941 -0.6395 -0.0940  0.129
H32 3.5621 3.5100 -3.2197  0.072
H33 3.1577 3.7573 -1.5124  0.076
H34 1.9554 3.0649 -2.6076  0.061

---

Formula: C27H34AuN4O5S
Source: the Open Molecules 2025 dataset
Level of theory: the ωB97M-V functional and the def2-TZVPD basis

ΔE to the lowest compared entry with this formula, charge and spin, kcal/mol: 15.2
Total energy, eV: -59275.7589
Multiplicity: 1
Net charge: -1

Last column: Löwdin charge in e.
Cartesian coordinates (Å):
Au1 -0.7155 1.4470 -0.1272  1.122
C1 -6.2748 -0.9174 -3.2516  -0.041
C2 -4.8067 -0.8791 -2.9449  -0.344
C3 -3.9941 -1.9987 -3.0845  -0.039
C4 -2.6534 -1.8241 -2.7829  -0.148
N1 -2.1517 -0.6733 -2.3638  0.059
C5 -3.0227 0.3302 -2.2011  -0.777
S1 -2.4493 1.8771 -1.6118  0.665
N2 -4.3246 0.2754 -2.5027  0.098
H1 -6.5412 -1.7989 -3.8335  0.068
H2 -6.5612 -0.0179 -3.7940  0.076
H3 -6.8414 -0.9300 -2.3193  0.081
H4 -4.3823 -2.9482 -3.4264  0.100
H5 -1.9471 -2.6425 -2.8940  0.116
O1 -3.0613 -0.6302 0.5220  0.039
C6 -1.9912 -1.1507 0.2526  -0.660
O2 -0.8861 -0.5750 -0.0494  -0.195
C7 -1.8710 -2.6579 0.2254  -0.105
C8 -2.9932 -3.4173 -0.0832  -0.019
C9 -2.9288 -4.8035 -0.0938  -0.057
C10 -1.7461 -5.4468 0.2314  -0.010
C11 -0.6439 -4.6686 0.5484  -0.138
C12 -0.6727 -3.2841 0.5420  0.077
N3 0.6057 -5.3508 0.9088  -0.356
O3 0.6296 -6.5684 0.8295  0.052
O4 1.5425 -4.6698 1.2708  0.083
H6 -3.9154 -2.8978 -0.3091  0.118
H7 -3.8040 -5.3873 -0.3474  0.104
H8 -1.6647 -6.5227 0.2476  0.112
H9 0.2109 -2.7019 0.7627  0.132
C13 5.7001 1.3703 1.6861  -0.064
C14 4.4476 1.0438 0.9126  -0.293
C15 4.5285 0.5895 -0.3935  -0.048
C16 3.3498 0.2748 -1.0713  -0.294
C17 3.3935 -0.2111 -2.4957  -0.056
C18 2.1342 0.4284 -0.4415  -0.051
C19 1.9943 0.9417 0.8799  -0.293
C20 3.2169 1.2137 1.5366  -0.023
N4 0.7251 1.1383 1.3415  -0.074
C21 0.2421 1.2656 2.7254  -0.608
C22 -0.3458 2.6533 3.0116  -0.056
C23 1.2760 0.9872 3.8245  -0.066
C24 -0.8691 0.2198 2.9225  -0.054
H10 6.5831 1.3034 1.0502  0.065
H11 5.8344 0.6797 2.5217  0.075
H12 5.6565 2.3790 2.1013  0.073
H13 5.4910 0.4726 -0.8789  0.102
H14 4.2401 -0.8793 -2.6618  0.070
H15 3.4976 0.6310 -3.1851  0.076
H16 2.4777 -0.7396 -2.7589  0.074
H17 1.2480 0.1134 -0.9771  0.082
H18 3.2409 1.6105 2.5347  0.081
H19 0.4036 3.4271 2.8493  0.075
H20 -0.6861 2.6942 4.0496  0.077
H21 -1.1908 2.8831 2.3652  0.067
H22 1.9963 1.7938 3.9327  0.065
H23 1.8000 0.0438 3.6679  0.089
H24 0.7310 0.9174 4.7681  0.079
H25 -1.6309 0.2907 2.1462  0.045
H26 -1.3653 0.3790 3.8825  0.083
H27 -0.4528 -0.7900 2.9091  0.088
C25 0.9749 3.2304 -2.1309  -0.081
C26 0.5328 4.0119 -0.8998  -0.558
C27 1.7248 4.3315 -0.0007  -0.056
O5 -0.4939 3.4120 -0.1571  -0.406
H28 1.6111 3.8619 -2.7557  0.076
H29 0.1159 2.9085 -2.7179  0.046
H30 1.5537 2.3485 -1.8383  0.049
H31 0.0964 4.9633 -1.2444  0.129
H32 2.1947 3.4136 0.3625  0.059
H33 1.4032 4.9203 0.8586  0.069
H34 2.4745 4.9063 -0.5521  0.073

---

no.,Kohn-Sham gap (eV),F_max (eV/Å),HOMO (eV)
1,7.87,0.71,-5.833
2,5.96,0.57,-4.228